# 1
# C17H43IInN2O9P2

A molecular structure, C17H43IInN2O9P2 at a distorted geometry (ωB97M-V/def2-TZVPD, OMol25).

CARTESIAN COORDINATES (ANGSTROEM)
H: -5.6636 1.7350 5.9088
O: -6.0028 1.3860 3.1671
I: 6.6613 -2.0731 -3.0533
H: -6.5469 3.1101 4.0872
H: -2.9571 -0.8749 3.5972
H: 4.9509 1.2948 -7.0423
H: 7.1747 0.7379 -5.9502
N: 3.2607 1.4503 -3.8636
H: 0.9824 -2.6620 -4.7844
H: 3.2332 -2.3849 -3.6493
H: 3.5101 -2.7283 -5.3487
H: -7.5950 -2.2171 3.2778
H: 6.5609 0.5631 -3.5431
H: -7.8697 2.0051 3.7954
H: 3.3341 -1.0965 -0.7752
C: 1.3398 1.0698 3.9676
C: 6.3827 -0.2776 -4.2276
O: -5.2297 -1.5184 3.9444
C: 0.7006 -0.2873 -1.7334
H: -6.8589 0.4714 5.6095
H: 7.5688 -1.0414 -5.9169
H: 2.3617 1.5970 -4.3094
O: -6.7219 -0.6965 2.1630
O: 0.4496 -0.2001 0.6946
C: 3.7511 -0.5903 0.0987
H: -9.9001 -1.1533 3.1843
H: -8.1992 -1.9764 1.6400
H: 1.8064 0.6684 4.8704
H: 4.7953 1.2337 0.5736
C: 7.4538 -0.1241 -5.3350
C: 3.1089 -1.9711 -4.6618
H: -2.8995 -1.6121 0.6344
C: 4.2507 0.7890 -0.2640
P: -5.6270 -0.2283 3.3008
H: -1.1138 -0.1676 -0.5988
C: -3.0498 -1.8846 1.6807
H: 4.9193 0.7326 -1.1225
H: -9.1788 0.2474 2.3695
H: 0.1796 -0.0878 -2.6690
H: -0.3192 2.1488 4.8410
C: -6.6740 1.5498 5.5401
C: -6.8263 2.0549 4.1207
C: -3.1058 -0.6391 2.5442
H: -3.9784 -2.4539 1.7251
O: 1.1898 2.0200 1.4717
H: 4.5951 -1.1988 0.4294
H: -0.1701 1.3214 -0.5871
H: -2.2974 0.0332 2.2556
C: -7.8606 -1.4571 2.5376
H: -7.3801 2.0565 6.1985
H: -8.7233 -0.1500 4.0313
C: -0.1433 1.2748 4.2099
H: 8.6835 1.1787 -4.1300
H: 3.4259 1.4648 -0.5220
P: 1.7025 0.6188 1.3675
In: 4.2635 -0.0755 -4.9609
H: 9.6097 0.2859 -5.4274
O: -4.3364 0.0686 2.3564
H: 0.1006 -0.7868 -5.2167
C: -0.0980 0.2310 -0.5516
N: 1.1082 -0.6542 -5.1108
H: 9.0775 -0.5281 -3.9348
C: 8.8167 0.2377 -4.6729
H: 1.8401 2.0130 3.7489
O: 1.5558 0.1273 2.9264
H: -0.6943 1.3995 3.2792
C: 1.6357 -1.7742 -4.8698
O: 4.3560 0.5427 -6.9515
O: 2.7882 -0.6092 1.1609
H: -0.5657 0.3993 4.7091
C: -8.9828 -0.5755 3.0578
H: -2.2257 -2.5293 1.9884
H: 1.6772 0.2011 -1.7958
H: 3.7674 2.3291 -3.8382
H: 0.8650 -1.3632 -1.6468

Values from the calculation:
LUMO, Eh: 0.055
Total energy, eV: -71588.9131
Kohn-Sham gap, eV: 6.36
Total charge: -1

---

# 2
# C17H43NO9PRb

A molecular structure, C17H43NO9PRb at a distorted geometry (ωB97M-V/def2-TZVPD, OMol25).

CARTESIAN COORDINATES (ANGSTROEM)
H: 1.5760 -2.5796 1.9921
N: -0.7507 -2.5762 1.0769
C: -0.1482 -4.9671 0.6261
H: 4.2798 -0.0911 1.6138
C: 1.0551 -3.4690 2.3467
H: -2.3067 -5.3335 0.1777
C: -2.9912 5.2153 -0.0903
Rb: -0.3967 2.0973 -0.4859
C: -3.2780 -2.6314 0.5603
H: 0.7597 -4.8448 0.0355
H: -0.6809 -3.5329 -1.6017
H: 1.7014 1.4799 -2.2338
H: 1.8067 -4.2442 2.1974
O: 1.0817 3.7997 1.1298
H: -0.7150 0.8210 -4.8404
H: 5.4336 2.3946 -1.7671
H: 4.2009 1.1731 -1.9326
H: 2.0911 3.4975 -0.8278
H: -3.0636 6.4516 -1.8366
H: -0.2355 -5.9719 1.0394
H: -0.5817 -4.9623 3.5732
C: -3.2000 5.4007 -1.5816
O: -1.0144 -1.5458 2.0250
H: 3.4323 0.4023 3.1002
H: 0.8185 -0.7406 -3.6928
C: 3.3651 -0.2028 2.1960
O: -2.9984 3.8435 0.2268
C: 2.0793 0.2190 1.3820
O: 1.3199 0.5991 -2.2516
C: -0.3521 1.0367 -3.8355
C: -1.3821 -5.0343 -0.3160
H: 0.8870 1.1163 2.4385
P: 0.1910 3.7585 2.4286
H: -3.6270 5.9149 0.4521
H: 1.9177 -0.5315 0.6082
O: 0.9041 0.2031 2.1429
C: 3.6016 3.2035 -2.1139
C: -1.1671 -4.3905 2.8532
H: 4.1922 2.1261 -0.4082
H: -3.4948 -1.7736 1.1970
H: -1.5950 -3.5317 3.3704
H: -2.4728 4.8772 -2.2022
C: 0.9557 0.3313 -3.5506
C: -1.8027 -2.5749 0.0333
H: -1.9840 -5.0009 2.4684
C: -1.6595 -1.2064 -0.7305
O: 0.0077 5.1281 3.1568
C: 4.4150 2.1390 -1.4751
H: 2.0786 1.1632 0.8374
O: -1.2525 3.3037 1.9482
H: -0.6636 -0.9023 -1.0527
H: -2.4033 -3.7726 -1.6218
C: -1.5436 -3.6971 -0.9560
H: -0.2136 -1.0183 1.9799
H: 3.6866 3.1359 -3.1985
H: -3.4128 -3.5395 1.1478
C: -0.3259 -3.8155 1.6986
H: -2.2847 -1.2231 -1.6232
O: 0.7051 2.5961 3.3992
H: -3.9725 -2.5606 -0.2768
H: -1.9890 5.5749 0.1431
H: -0.1899 2.1122 -3.7645
H: -1.9878 -0.3227 -0.1833
H: 1.0225 -3.1015 3.3723
H: 4.0138 4.1503 -1.7651
H: -4.2312 5.1589 -1.8389
H: 3.2829 -1.2651 2.4262
H: -1.0271 -5.7077 -1.0961
H: 1.6923 0.7176 -4.2551
H: -1.1529 0.8222 -3.1278
O: 2.2327 3.0300 -1.6542
H: -2.2387 3.6690 0.7871

Values from the calculation:
LUMO (spin up / spin down), Eh: 0.066 / 0.057
<S²>: 0.77
Total energy, eV: -48189.8240
Kohn-Sham gap (spin up / spin down), eV: 6.89 / 6.34
Multiplicity: 2
Total charge: -1

---

# 3
# C17H44InN3O2P

A molecular structure, C17H44InN3O2P at a distorted geometry (ωB97M-V/def2-TZVPD, OMol25).

CARTESIAN COORDINATES (ANGSTROEM)
C: -5.3980 0.2770 -3.7279
H: -3.2106 -2.2980 0.1787
H: 6.4373 0.6528 0.7211
In: -0.2345 2.6166 2.6619
H: -1.5425 -1.0893 2.9406
H: -2.5140 0.9423 2.5637
H: 6.0578 -1.5863 2.4268
H: 4.0981 3.6287 0.6739
H: -6.1810 -1.4224 -5.6389
H: 8.0005 0.9930 1.4884
C: 1.8538 1.9914 2.1508
H: -0.8572 -2.0598 0.9639
H: -2.1750 -4.4991 -3.1408
C: -0.8498 -0.4107 2.4311
H: -4.0734 -0.9234 0.8957
C: -0.2487 -1.1971 1.2605
N: -5.1553 -1.1563 -3.8358
H: 5.4415 2.8573 3.2825
H: -3.2555 0.6581 -0.5207
H: 2.1492 1.0851 2.6895
C: 4.1509 2.9334 1.5154
H: 0.7575 -0.7920 -0.3338
N: -4.2486 -1.0434 -1.1943
H: 7.7551 -1.1748 2.4465
C: -3.1998 -4.1556 -2.9937
P: -4.7781 -2.0787 -2.4040
H: -3.2282 -2.3751 -5.1054
H: 7.5655 3.2528 1.7033
N: -3.2530 -2.6837 -2.9840
C: 6.9217 1.1530 1.5616
H: 6.8649 -1.3015 3.9805
H: -3.8295 -4.5924 -3.7802
C: 6.8027 -0.9807 2.9431
C: 2.8898 3.1128 2.3888
O: 0.0187 -0.3715 0.1185
H: 2.4014 4.0463 2.1069
H: 1.8388 1.7774 1.0775
H: -4.9825 -2.3156 0.3135
C: -3.2276 -0.0237 -1.3701
H: -3.3988 0.5895 -2.2477
H: -2.2133 -0.4393 -1.4223
H: 0.7096 -1.6092 1.5985
O: -6.1265 -2.5406 -1.9878
H: -6.0931 -2.8684 -4.6359
H: -1.7195 0.9951 0.9732
H: -2.4996 -1.0823 -4.1298
H: 5.3613 0.6203 2.9217
C: 6.6719 2.6746 1.4607
H: 6.8803 1.0228 3.7146
H: 3.1582 3.0830 3.4462
H: -6.0573 0.5414 -2.8918
C: 5.4697 3.2035 2.2503
H: -3.5409 -4.5499 -2.0338
H: -5.8546 0.6359 -4.6526
H: -7.2160 -1.5840 -4.1982
C: 6.4436 0.5060 2.8571
H: -1.6661 -2.6136 -4.2964
C: -6.2194 -1.7848 -4.6077
H: -4.4685 0.8336 -3.6303
C: -4.1184 -1.6812 0.1134
C: -1.5552 0.9081 2.0435
C: -2.6548 -2.1564 -4.1994
H: -0.4801 2.8457 4.4163
H: 4.1683 1.9237 1.0953
H: 6.4593 2.8918 0.4101
H: 5.5844 4.2912 2.2977
H: -0.5406 4.1141 1.7348
H: -0.0462 -0.2173 3.1456

Values from the calculation:
LUMO, Eh: 0.089
Energy above the lowest of the compared OMol25 structures with the same formula, charge and spin, kcal per mole: 0.0
Total energy, eV: -41368.9997
Kohn-Sham gap, eV: 6.52
Total charge: -1

---

# 4
# C17H45O25P4V2

A molecular structure, C17H45O25P4V2 at a distorted geometry (ωB97M-V/def2-TZVPD, OMol25).

CARTESIAN COORDINATES (ANGSTROEM)
H: 11.8986 26.8599 -13.2257
C: 7.9623 19.9100 -3.5646
H: -1.7226 17.1680 -1.6116
C: 14.6871 18.1130 -9.0819
V: 0.8075 21.3457 -5.1599
H: 12.8430 22.4995 -5.5461
O: 2.2254 20.0294 -12.9922
H: 4.3810 12.4466 -12.0415
H: 7.1749 20.5302 -3.1363
C: 2.7418 14.7556 -1.5243
H: 6.6303 16.5901 -1.8858
H: 2.2556 19.1039 0.7406
H: 7.0284 16.8056 -11.0505
P: 13.8207 20.3880 -8.1352
C: 6.0392 16.9517 -11.4844
H: -1.4005 15.6353 -2.3305
H: 8.8796 27.7910 -14.0141
O: 4.5906 15.4137 -9.0477
H: 6.0913 17.2269 -12.5378
H: 2.8311 16.2651 -8.3437
C: 2.0776 18.9709 -0.3265
H: 6.5606 16.3741 0.5910
C: 11.4498 26.1169 -12.5665
H: 7.9889 26.9387 -15.2556
C: 7.4773 17.0170 -1.3489
C: 4.4999 12.8656 -11.0423
H: 11.3461 25.2354 -13.1992
H: 6.2382 18.0587 0.1673
O: 8.7911 25.6146 -13.9250
O: 5.4612 15.6385 -11.4700
O: 12.4594 20.1521 -9.0125
O: 10.2234 26.5386 -12.0488
H: 4.3633 12.0746 -10.3049
H: 8.9262 20.2206 -3.1615
O: 3.5729 13.9419 -10.8191
H: 11.0791 18.6412 -9.5002
O: 3.4091 20.4659 -7.1505
O: 1.7453 22.1258 -4.1006
C: 8.1987 23.2260 -11.9620
H: 4.1477 16.4322 -7.2784
H: 11.6330 18.6370 -7.8297
C: 6.9624 17.2488 0.0796
P: 4.0770 15.4873 -10.5867
H: 7.2291 23.5962 -12.2950
H: 7.8438 17.5009 0.6694
C: 8.8676 26.8804 -14.6131
O: 14.4579 18.9133 -7.9502
O: 5.4637 20.2049 -7.8634
O: 7.9319 18.2069 -1.9380
O: 2.4195 17.7011 -0.8063
C: 12.5696 22.0212 -6.4866
C: 11.4079 19.2800 -8.6805
H: 1.9649 13.9931 -1.4686
H: 12.2174 25.7974 -11.8616
H: 1.0403 19.2019 -0.5687
H: 8.5899 22.5958 -12.7606
O: 14.8063 21.3090 -8.7927
O: 1.5704 18.0181 -3.2354
O: 3.8313 20.8689 -9.2731
O: 0.3733 21.2997 -11.8824
O: 0.0504 22.5947 -5.9038
H: 5.2265 19.7833 -7.0341
O: 3.0810 16.5741 -10.9108
V: 1.3402 20.0909 -11.6220
H: 2.7008 15.1802 -0.5212
H: 11.5117 21.7812 -6.3807
O: 2.5868 15.7452 -2.4938
H: 3.6499 14.1547 -1.5733
O: 7.0538 17.7239 -3.9350
H: -0.9555 17.0049 -3.2232
H: 8.2733 16.2738 -1.3023
O: 0.2676 16.5177 -1.4549
H: 12.6749 22.7043 -7.3295
C: 4.2043 20.5539 -8.1240
P: 1.7036 17.0794 -2.1050
C: -0.9779 16.6314 -2.1995
H: 3.3261 14.9971 -7.1992
H: 9.6936 26.8509 -15.3237
C: 7.5978 18.5084 -3.1569
H: 5.4333 17.6492 -10.9060
H: 14.6128 17.0756 -8.7558
H: 10.5387 19.8656 -8.3808
H: 5.4909 13.3158 -10.9849
H: 7.9382 19.9453 -4.6537
H: 7.9740 22.6040 -11.0955
H: 2.7940 19.6564 -0.7793
H: 15.6885 18.2914 -9.4737
P: 8.8200 25.7188 -12.3303
O: 9.1775 24.2172 -11.7876
O: 13.2914 20.7911 -6.6673
O: 7.6326 26.3999 -11.7406
H: 14.0428 18.2840 -9.9444
C: 3.6796 15.7084 -7.9456

Values from the calculation:
LUMO, Eh: -0.252
Total energy, eV: -158070.0196
Kohn-Sham gap, eV: 4.38
Total charge: +1

---

# 5
# C17H46As4F24N4O10

A molecular structure, C17H46As4F24N4O10 at a distorted geometry (ωB97M-V/def2-TZVPD, OMol25).

CARTESIAN COORDINATES (ANGSTROEM)
O: -1.6822 1.8170 3.7952
H: -0.8599 -0.4452 -4.0315
H: -0.6240 -2.2216 1.9186
H: -0.4562 3.2721 -0.7705
O: -5.5213 -1.3479 5.1886
C: 2.6811 -1.8846 4.5088
H: 2.3439 4.5400 -1.9372
O: -0.6602 -0.2648 -0.8635
H: -3.3431 -0.6502 -4.5460
F: 2.7330 -0.9457 1.0661
C: 1.3175 4.6577 -2.2142
H: 4.1751 -0.0621 7.0502
C: 0.5865 3.3810 -2.6275
C: -0.5519 -1.9951 0.8227
F: 4.0744 0.9723 0.4758
H: -3.6436 1.7737 -3.9688
H: -1.3403 2.4537 4.4277
H: -0.5791 1.8836 -1.4591
F: -2.4444 3.8060 -2.1391
N: -1.5582 -0.7945 -3.3738
F: 1.1783 -3.0460 -6.5248
C: 1.2137 -2.2530 4.6437
C: 3.5378 -2.1548 5.7337
O: -3.4340 -2.3204 5.2634
O: -2.3920 -0.2927 3.7378
H: 4.5865 1.3420 -2.5552
H: 1.0461 -3.2682 4.9481
F: -4.2914 4.7864 -3.4133
As: -2.9941 5.4177 -2.3705
H: 2.8659 -2.2028 2.4738
H: 1.2314 5.3869 -3.0689
F: 3.8100 -6.2388 1.6698
H: -3.8106 -0.2251 -1.5348
H: 0.4783 -2.1745 0.5442
H: -2.9483 1.7251 1.5531
F: 2.0607 -5.7159 3.3498
F: 2.1144 -6.2392 -0.1576
H: 3.0868 -1.8311 6.7279
H: -0.6771 2.7234 -5.6732
H: -3.0901 -1.5191 4.7557
H: -1.8039 -0.1680 2.1566
H: 1.0659 1.3368 -3.4287
H: -2.2016 1.9118 -6.1836
F: -2.0368 5.4437 -3.8145
F: -4.0316 5.4395 -0.9667
H: 3.3070 0.1758 -2.4171
C: -2.0080 1.5073 1.0111
O: -1.3696 0.5136 5.6295
H: -4.9142 -0.4719 -2.9158
As: -0.2261 -2.1178 -6.5478
H: -2.2018 3.3904 -5.1103
As: 2.1120 -6.0632 1.5871
C: 4.6352 -0.1254 6.0788
N: -1.6574 0.1731 1.1733
C: -2.9543 -0.2449 -3.5665
C: -4.7684 -2.2950 5.3007
H: 3.5392 1.1027 -3.9462
H: 3.7382 -3.2289 5.8036
C: -0.9729 -0.6157 0.3515
H: 0.8097 -2.1239 3.6462
F: 1.6149 0.4161 2.8462
H: -4.0170 -1.8027 -2.3543
F: 3.9449 0.1312 2.7607
H: 4.0615 0.4596 5.3421
H: -1.1073 -2.6981 0.1211
H: -2.7638 1.6215 -2.4711
H: -0.2035 3.5424 -3.4145
F: -0.9860 -3.0326 -7.7817
C: -1.8269 0.6168 4.4518
F: -1.4754 -0.9012 -6.3160
O: 2.5863 2.2023 -2.4142
N: 0.0442 2.6257 -1.3746
H: 0.8166 -1.4934 5.3326
H: 5.6523 0.2774 6.0888
H: 0.6990 5.1071 -1.4102
F: 1.5527 1.2052 0.4941
F: -0.9474 -3.0396 -5.2392
C: -3.9503 -0.7719 -2.4893
F: 0.3504 -5.8789 1.5442
H: 4.2509 -2.3934 3.1133
F: 0.4580 -1.0809 -7.7998
H: -4.5216 -4.1810 5.4411
H: -1.1786 -0.7222 -2.4783
F: 2.9408 2.3801 2.1379
H: 0.7553 2.1731 -0.7486
H: 1.9161 2.6203 -4.3233
F: 0.6230 -1.1036 -5.3368
H: -1.4916 -1.8074 -3.6268
H: -2.2483 1.6798 -0.0431
H: 3.2049 -3.6032 3.2208
C: 1.5387 2.2961 -3.3059
H: 2.7554 -0.8465 4.1814
As: 2.8008 0.7279 1.6471
F: 1.9262 -7.8167 1.8590
F: -3.6239 6.9656 -2.8254
C: -1.6879 2.4625 -5.3294
F: -1.6784 5.9295 -1.4801
C: 3.5509 1.1747 -2.8515
C: -2.8214 1.2609 -3.5248
N: 3.3056 -2.5960 3.3016
H: -1.2895 2.2095 1.3100
O: -5.2292 -3.5609 5.5590
O: -1.6099 1.6696 -4.1027
F: 2.2913 -4.3254 1.3843
O: 4.7369 -1.4845 5.6377

Values from the calculation:
LUMO, Eh: 0.133
Total energy, eV: -353405.5922
Kohn-Sham gap, eV: 8.98
Total charge: -2

---

# 6
# C17H47CrN4O2Si4Te

A molecular structure, C17H47CrN4O2Si4Te at a distorted geometry (ωB97M-V/def2-TZVPD, OMol25).

CARTESIAN COORDINATES (ANGSTROEM)
C: 0.6309 0.2724 -5.4561
H: -2.1569 2.3245 5.7975
H: 0.6453 -3.6514 2.1070
N: -0.4368 1.7328 -3.0040
Cr: -0.3474 -0.3019 -2.1246
H: -2.8550 2.0516 1.4871
C: -1.0835 -2.1353 -2.5148
Si: -1.3952 1.7903 3.4954
H: -0.0406 3.4456 2.2047
H: -0.0701 -2.6739 4.9562
H: -0.7160 1.9528 -5.7157
H: 0.2733 -1.3802 -6.6656
H: 2.1853 -0.1651 -1.7713
H: -0.9829 4.2522 3.4625
H: -3.6189 2.7678 2.9072
C: 0.3180 1.7548 -5.4138
H: 3.1310 -0.0782 5.5406
H: -1.6556 -3.4356 4.8955
C: 2.1177 0.0329 5.1485
C: -3.0317 1.9160 2.5577
H: 1.9367 -1.3460 -2.8419
H: -3.0645 -0.3014 -1.0137
C: -0.3772 -3.4759 1.7691
H: 0.9722 2.3159 -6.0862
H: 3.0952 1.2860 1.4254
H: -1.5231 -1.7164 5.2518
O: -0.1401 -2.3076 -1.6909
H: 0.9268 -0.1072 -7.5156
H: -2.3285 0.5998 5.4876
Si: -0.1620 -0.0332 2.5687
N: 1.7414 -0.3614 -2.6632
Si: -1.2292 -2.1527 2.8056
H: -3.1318 -0.2022 -2.6298
H: -2.5530 -2.5243 -1.0027
H: 3.4727 0.4351 -3.5591
H: 0.0134 -0.2350 -4.7347
H: -0.7389 1.2801 5.8488
H: -3.1292 -1.6718 1.2370
C: 2.3905 0.4879 -3.6934
H: 2.6692 2.5737 -4.0892
C: 2.8625 -1.7306 2.6800
H: 2.7443 0.5437 -5.8073
H: 2.3177 -1.0625 -5.2020
C: -0.3875 3.3650 3.2372
Te: 0.0712 0.7655 0.1620
H: -3.2460 -2.4800 -2.6512
H: -3.6006 -1.3413 2.9078
N: 0.2711 -0.3624 -6.7748
H: 3.9527 -1.7070 2.7414
Si: 2.1196 -0.0972 3.2719
H: 2.5886 -1.9446 1.6442
H: 2.0845 2.2380 -2.4675
H: -0.9158 -4.4229 1.8540
H: -0.3389 -3.2054 0.7110
H: -3.5186 -3.0017 2.3303
C: 2.0872 0.0045 -5.1192
C: -1.1067 -2.5243 4.6471
H: -3.6409 1.0203 2.6912
H: 1.7433 1.0054 5.4743
C: -1.6798 1.4625 5.3262
C: -2.5010 -2.0578 -1.9819
H: 2.5920 2.3056 2.7725
H: 0.4506 3.3558 -4.0171
H: -0.3469 2.3034 -2.1648
H: 2.5184 -2.5633 3.2966
H: 0.4883 3.3829 3.8894
C: 0.5545 2.2695 -3.9845
N: -2.5816 -0.5719 -1.8623
H: -0.6684 -0.0902 -7.0685
H: -1.3748 1.9269 -3.3489
H: 1.4985 -0.7392 5.6093
H: 4.0902 1.3806 2.8811
O: -0.8810 -1.7261 -3.7119
C: 1.9775 1.9526 -3.5175
C: 3.0617 1.3537 2.5154
C: -3.0372 -2.0230 2.2685

Values from the calculation:
LUMO (spin up / spin down), Eh: -0.253 / -0.257
<S²>: 0.79
Total energy, eV: -95662.0682
Kohn-Sham gap (spin up / spin down), eV: 5.85 / 5.70
Multiplicity: 2
Total charge: +2

---

Question: total energy of number 3 (C17H44InN3O2P)?
Answer: -41368.9997 eV